Entry w
A cluster of 2 separate species, C5H13O3 in total, computed with wB97M-V/def2-TZVPD.

Summary:
LUMO energy ... 3.348 eV
Kohn-Sham gap ... 5.7 eV
HOMO ... -0.0866 Eh

Structure (ORCA input):
```
! wB97M-V def2-TZVPD RIJCOSX def2/J DEFGRID3
* xyz -1 1
C -0.89926 -0.52008 1.72461
O -2.04304 -1.20192 1.95907
C 0.23310 -1.39247 1.13750
C 1.46908 -0.66359 0.54408
C 1.23254 0.58289 -0.31367
C 1.53498 0.41492 -1.78052
O 0.87904 1.42741 -2.58735
H -1.08379 0.40925 1.11826
H -0.48650 -0.09111 2.68766
H 0.60469 -1.91792 2.01081
H -0.10191 -2.12654 0.41747
H 2.07857 -1.41640 0.01688
H 2.16813 -0.42345 1.35244
H 0.18580 0.76734 -0.25072
H 1.64192 1.50688 0.11013
H 2.61582 0.47484 -1.96298
H 1.12537 -0.50623 -2.17375
H 0.82378 2.23354 -2.05304
H -3.87911 1.52007 -0.31174
H -3.81880 0.04413 -0.74799
O -4.28042 0.87845 -0.89715
*
```



Entry x
A cluster of 2 separate species, C5H13O3 in total, computed with wB97M-V/def2-TZVPD.

Summary:
LUMO energy ... 3.564 eV
Kohn-Sham gap ... 5.8 eV
HOMO ... -0.0822 Eh

Structure (ORCA input):
```
! wB97M-V def2-TZVPD RIJCOSX def2/J DEFGRID3
* xyz -1 1
C -0.96325 1.03595 1.13543
O -0.56371 2.19644 1.53281
C -1.59412 1.06896 -0.28540
C -1.73584 -0.11309 -1.13508
C -0.91254 -1.38837 -0.79134
C 0.31405 -1.44737 -1.72459
O 1.40521 -2.06198 -1.11382
H -0.20961 0.31644 1.12366
H -1.55362 0.58244 1.99205
H -2.46444 1.69011 -0.10249
H -0.83573 1.75423 -0.86609
H -1.85086 0.06747 -2.15414
H -2.84828 -0.46335 -0.95518
H -0.69207 -1.23099 0.38150
H -1.46196 -2.30696 -0.84922
H 0.15350 -1.94218 -2.68229
H 0.67611 -0.35411 -1.82588
H 1.18379 -2.37847 -0.27139
H 2.43898 0.57165 2.30483
H 3.30605 1.49861 1.44868
O 3.34703 0.77287 1.98875
*
```



Entry y
A structure of composition C5H13O3, computed with wB97M-V/def2-TZVPD.

Summary:
LUMO energy ... 3.918 eV
Kohn-Sham gap ... 8.0 eV
HOMO ... -0.1483 Eh

Structure (ORCA input):
```
! wB97M-V def2-TZVPD RIJCOSX def2/J DEFGRID3
* xyz -1 1
C -1.87050 0.95384 1.35102
O -0.63179 1.00090 2.15541
C -1.33305 0.26098 0.08064
C -0.68670 -1.19704 0.20914
C 0.18493 -1.49561 -1.04197
C 1.68124 -1.12628 -0.90159
O 1.86864 0.04283 -1.59323
H -2.69604 0.58030 1.81864
H -2.08522 2.00895 1.08699
H 0.19125 0.82913 1.47177
H -2.28676 0.55434 -0.42507
H -0.32824 0.76263 -0.46285
H 0.05854 -1.08541 0.98549
H -1.26177 -1.94942 0.59033
H -0.32288 -0.61565 -1.68347
H -0.09287 -2.53264 -1.28610
H 2.47707 -1.89013 -1.49704
H 2.03706 -1.12764 0.17067
H 1.70326 1.14706 -0.89129
H 1.90742 2.83966 -0.10456
O 1.48643 2.03920 -0.03296
*
```



The least stable of them is entry y.



Entry w
A cluster of 2 separate species, C3H4S3 in total, computed with wB97M-V/def2-TZVPD.

Summary:
LUMO energy ... -0.183 eV
Kohn-Sham gap ... 8.4 eV
HOMO ... -0.3156 Eh

Structure (ORCA input):
```
! wB97M-V def2-TZVPD RIJCOSX def2/J DEFGRID3
* xyz 0 1
C 2.60453 -0.05991 1.01451
C -0.94677 0.69772 -0.16202
C -1.34264 -0.65942 -0.65321
S 3.17459 1.40601 1.12568
S 2.12390 -1.50697 0.96398
S 0.49763 1.38334 -0.24029
H -1.84240 1.32733 0.03330
H -0.46454 -0.93623 -1.10889
H -2.22077 -0.41574 -1.32807
H -1.58353 -1.23614 0.35502
*
```



Entry x
A cluster of 2 separate species, C3H4S3 in total, computed with wB97M-V/def2-TZVPD.

Summary:
LUMO energy (spin up / spin down) ... -1.783 / -1.242 eV
Kohn-Sham gap (spin up / spin down) ... 5.9 / 7.8 eV
HOMO (spin up / spin down) ... -0.2808 / -0.3311 Eh

Structure (ORCA input):
```
! wB97M-V def2-TZVPD RIJCOSX def2/J DEFGRID3
* xyz 0 1
C -1.10922 1.65364 0.83898
C -0.25006 0.85270 0.50611
C 0.73767 0.03810 0.13252
S 1.47125 -0.02057 -1.49945
S 1.81336 -0.56792 1.32855
S -1.00752 -1.99218 -0.57766
H -2.04892 2.03446 1.02519
H 0.33230 0.29378 -2.19359
H 1.15446 -0.16023 2.40272
H -1.09330 -2.13177 -1.96337
*
```



Entry y
A cluster of 2 separate species, C3H4S3 in total, computed with wB97M-V/def2-TZVPD.

Summary:
LUMO energy ... -1.406 eV
Kohn-Sham gap ... 6.9 eV
HOMO ... -0.3059 Eh

Structure (ORCA input):
```
! wB97M-V def2-TZVPD RIJCOSX def2/J DEFGRID3
* xyz 0 1
C 2.63344 -0.68822 -0.32448
C 1.51511 -0.33852 -0.60039
C -0.95919 0.17153 0.06841
S -0.91295 1.90706 0.21478
S -2.00681 -0.46871 -1.20560
S -0.74847 -0.77127 1.52001
H 3.57099 -0.53816 0.13361
H -0.16236 2.00543 1.32496
H -1.83362 0.63962 -2.04906
H -1.09614 -1.91876 0.91777
*
```



Entry z
The molecule C3H4S3, computed with wB97M-V/def2-TZVPD.

Summary:
LUMO energy ... 0.391 eV
Kohn-Sham gap ... 9.8 eV
SMILES ... C#CC(S)(S)S
HOMO ... -0.3470 Eh

Structure (ORCA input):
```
! wB97M-V def2-TZVPD RIJCOSX def2/J DEFGRID3
* xyz 0 1
C 2.21563 -0.08719 -0.12822
C 1.06950 0.06047 -0.41747
C -0.65292 0.04907 -0.06444
S -1.29697 -1.60500 0.13171
S -0.60848 0.85438 1.58827
S -1.49304 0.97049 -1.24367
H 3.27701 -0.15803 -0.28527
H -1.22047 -2.08835 -1.12580
H -0.04321 -0.20515 2.12614
H -1.24706 2.20930 -0.58126
*
```



The least stable of them is entry y.



Entry w
The molecule C4H7NOS, computed with wB97M-V/def2-TZVPD.

Summary:
LUMO energy ... -0.318 eV
Kohn-Sham gap ... 8.3 eV
SMILES ... C=C/C(CO)=N\S
HOMO ... -0.3173 Eh

Structure (ORCA input):
```
! wB97M-V def2-TZVPD RIJCOSX def2/J DEFGRID3
* xyz 0 1
C -1.44954 1.98256 0.22191
C -0.21747 1.72285 -0.15289
C 0.48022 0.45834 -0.16626
C 2.05180 0.44767 -0.05161
O 2.35059 -0.95544 -0.01107
N -0.06462 -0.67914 0.26477
S -1.56784 -1.22663 -0.11440
H -1.81211 3.06331 0.19533
H -2.09818 0.94953 0.35344
H 0.50474 2.46671 -0.54711
H 2.30800 0.81458 1.12522
H 2.48902 1.07145 -0.91283
H 1.61894 -1.48577 0.79135
H -1.46730 -2.52488 -0.04682
*
```



Entry x
The molecule C4H7NOS, computed with wB97M-V/def2-TZVPD.

Summary:
LUMO energy ... 0.247 eV
Kohn-Sham gap ... 8.6 eV
SMILES ... C=CC(=S)N(C)O
HOMO ... -0.3070 Eh

Structure (ORCA input):
```
! wB97M-V def2-TZVPD RIJCOSX def2/J DEFGRID3
* xyz 0 1
C 2.14257 -0.90925 -0.26332
C 1.00481 -1.40005 0.18507
C -0.33389 -0.82531 0.07005
S -1.60562 -1.85386 -0.03960
N -0.49541 0.52787 -0.00464
C -1.79537 1.16698 -0.13332
O 0.53700 1.41695 0.05430
H 3.06661 -1.47379 -0.16415
H 2.21903 0.07579 -0.75880
H 1.01489 -2.41069 0.53580
H -2.28544 0.88157 -1.05690
H -2.48855 0.90962 0.67890
H -1.64165 2.22372 -0.13479
H 0.66102 1.67046 1.03139
*
```



The least stable of them is entry w.



Entry w
The molecule C3H3ClS, computed with wB97M-V/def2-TZVPD.

Summary:
LUMO energy ... 0.875 eV
Kohn-Sham gap ... 8.6 eV
SMILES ... ClCC1=CS1
HOMO ... -0.2828 Eh

Structure (ORCA input):
```
! wB97M-V def2-TZVPD RIJCOSX def2/J DEFGRID3
* xyz 0 1
Cl -2.17053 0.44324 -0.24749
C -0.75470 -0.45230 -0.46516
C 0.76307 0.39409 -0.26884
C 1.49562 1.43726 -0.14026
S 2.40380 -0.14944 -0.28699
H -0.46349 -0.95565 0.44906
H -0.62398 -0.94009 -1.48911
H 1.64471 2.43273 0.09829
*
```



Entry x
The molecule C3H3ClS, computed with wB97M-V/def2-TZVPD.

Summary:
LUMO energy (spin up / spin down) ... -1.454 / -1.454 eV
Kohn-Sham gap (spin up / spin down) ... 7.7 / 7.7 eV
SMILES ... C=CC(=S)Cl
HOMO (spin up / spin down) ... -0.3371 / -0.3371 Eh

Structure (ORCA input):
```
! wB97M-V def2-TZVPD RIJCOSX def2/J DEFGRID3
* xyz 0 1
C -0.01613 -0.16785 -1.27824
C -0.54747 -0.10015 -0.03948
C 0.13433 0.08120 1.23132
S -0.18606 0.47699 2.82850
Cl 1.93039 -0.03980 0.92265
H -0.77457 -0.28953 -2.00515
H 1.04954 0.17510 -1.50577
H -1.59004 -0.13597 -0.15384
*
```



The least stable of them is entry w.



Entry w
A cluster of 5 separate species, C3H14O5 in total, computed with wB97M-V/def2-TZVPD.

Summary:
LUMO energy ... 0.367 eV
Kohn-Sham gap ... 10.2 eV
SMILES ... CCC=O.O.O.O.O
HOMO ... -0.3615 Eh

Structure (ORCA input):
```
! wB97M-V def2-TZVPD RIJCOSX def2/J DEFGRID3
* xyz 0 1
C -1.27851 -1.10933 1.76506
C -1.18332 0.35372 1.35037
C -0.23862 1.17388 2.20872
O 0.34275 0.71601 3.15182
H -0.82794 -1.28909 2.74254
H -0.82744 -1.77900 1.02466
H -2.31194 -1.45448 1.81241
H -0.86186 0.31924 0.31224
H -2.12985 0.91983 1.41135
H -0.27672 2.22793 1.88051
O 0.73222 0.88869 -2.88784
H 0.57898 1.02152 -1.94255
H 0.06961 0.21251 -3.07397
O 1.18382 1.32740 -0.00018
H 1.97274 0.76789 -0.12567
H 1.67742 2.07169 0.37688
O -1.25964 -1.57657 -1.52168
H -1.56717 -1.63356 -0.60623
H -1.93264 -2.09801 -1.97483
O 3.05653 -0.14923 -1.81099
H 2.88544 -1.09266 -1.93589
H 2.19614 0.18160 -2.15677
*
```



Entry x
A cluster of 5 separate species, C3H14O5 in total, computed with wB97M-V/def2-TZVPD.

Summary:
LUMO energy ... 0.242 eV
Kohn-Sham gap ... 8.6 eV
SMILES ... C/C=C/O.O.O.O.O
HOMO ... -0.3079 Eh

Structure (ORCA input):
```
! wB97M-V def2-TZVPD RIJCOSX def2/J DEFGRID3
* xyz 0 1
C 0.81506 -2.00912 0.01138
C 1.62344 -0.89622 0.59326
C 2.78202 -1.11498 1.21183
O 3.54766 -0.14654 1.70984
H 1.13114 -2.28600 -1.00737
H 0.84779 -3.02932 0.52135
H -0.20564 -1.52317 0.05947
H 1.26034 0.03052 0.35103
H 3.32689 -2.04985 1.30952
H 3.13802 0.75106 1.61345
O -0.78374 2.19979 -2.10481
H 0.01989 2.40535 -2.48561
H -1.44663 2.82951 -2.48865
O -2.24319 -0.99207 -1.70879
H -2.12157 -1.60363 -0.96176
H -1.79028 -1.25091 -2.49160
O -3.24067 1.29774 1.98873
H -3.35018 0.46454 1.46982
H -2.59789 1.91981 1.62057
O 0.01700 1.78477 0.57256
H -0.38553 2.30151 -0.18610
H -0.34395 0.91720 0.40187
*
```



The least stable of them is entry x.



Entry w
A cluster of 2 separate species, C2H7N in total, computed with wB97M-V/def2-TZVPD.

Summary:
LUMO energy ... 0.248 eV
Kohn-Sham gap ... 9.1 eV
SMILES ... C=N.C
HOMO ... -0.3260 Eh

Structure (ORCA input):
```
! wB97M-V def2-TZVPD RIJCOSX def2/J DEFGRID3
* xyz 0 1
C -1.95188 0.19267 0.36480
N -0.61708 0.24852 0.32355
H -2.45210 1.12858 0.11049
H -2.54615 -0.71225 0.51078
H -0.93144 0.44867 -0.70579
C 2.16588 -0.38528 -0.45304
H 1.32584 -0.04465 -1.04886
H 2.84922 0.45507 -0.33780
H 2.61627 -1.26277 -0.92495
H 1.77512 -0.62952 0.53192
*
```



Entry x
The molecule C2H7N, computed with wB97M-V/def2-TZVPD.

Summary:
LUMO energy ... 1.172 eV
Kohn-Sham gap ... 10.7 eV
SMILES ... CCN
HOMO ... -0.3493 Eh

Structure (ORCA input):
```
! wB97M-V def2-TZVPD RIJCOSX def2/J DEFGRID3
* xyz 0 1
C 0.70045 0.95108 -0.10881
C 0.08741 -0.41402 0.33067
N -0.86942 -0.87957 -0.61000
H 1.48270 1.24833 0.62663
H 1.12183 1.02296 -1.11907
H -0.14966 1.65950 -0.01534
H 0.92084 -1.09416 0.29420
H -0.35508 -0.21490 1.36109
H -1.82370 -0.43118 -0.40442
H -1.11537 -1.84804 -0.35496
*
```



The least stable of them is entry w.